Record 1
9
Properties=species:S:1:pos:R:3 method="wB97M-V/def2-TZVPD" spin_multiplicity=1 charge=0 relative_energy_ev=4.7115 lumo_ev=0.18 orbital_gap_ha=0.330
O 2.35945 0.09632 0.05310
C 1.11723 0.08519 0.46074
N 0.18822 0.89452 0.44138
N -1.03607 0.93384 0.12235
C -1.21247 -1.34190 -0.35369
N -0.10269 -1.70604 -0.33458
H 2.48528 0.70580 -0.69084
H -1.52415 1.57111 0.75508
H -2.26822 -1.25215 -0.46025


Record 2
9
Properties=species:S:1:pos:R:3 method="wB97M-V/def2-TZVPD" spin_multiplicity=1 charge=0 relative_energy_ev=0.3595 smiles=Oc1nc[nH]n1 lumo_ev=0.91 orbital_gap_ha=0.383
O -0.57890 1.67339 -1.33491
C -0.23528 0.66613 -0.52058
N -0.09332 -0.59133 -0.89528
N 0.22417 -1.18239 0.28627
C 0.24016 -0.27037 1.26991
N -0.03903 0.92238 0.79449
H -0.33117 1.46597 -2.24059
H 0.35559 -2.17986 0.33732
H 0.45778 -0.50392 2.30337


Record 3
10
Properties=species:S:1:pos:R:3 method="wB97M-V/def2-TZVPD" spin_multiplicity=1 charge=0 relative_energy_ev=3.7368 smiles="Nn1ocnc1=O" lumo_ev=0.08 orbital_gap_ha=0.371
C 0.14254 0.31740 -1.72454
C -0.56941 -0.90201 -0.04057
H -0.58707 0.43410 1.84520
H 0.99572 -0.04198 2.02305
H 0.45938 0.86947 -2.65344
N 0.34560 0.64839 1.63704
N 0.40171 0.13009 0.35967
N -0.60036 -0.76848 -1.42483
O 0.53189 1.06430 -0.63908
O -1.12001 -1.75128 0.61748


Record 4
10
Properties=species:S:1:pos:R:3 method="wB97M-V/def2-TZVPD" spin_multiplicity=1 charge=0 relative_energy_ev=4.0700 smiles=COc1nnno1 lumo_ev=0.57 orbital_gap_ha=0.410
C -1.67386 0.17098 0.00475
C 0.60474 -0.44857 -0.04798
H -1.48594 1.10372 -0.64748
H -2.68929 -0.43306 -0.17575
H -1.67656 0.58053 1.05421
N 1.61600 -1.29162 0.03781
N 2.72978 -0.45622 -0.02311
N 2.28100 0.79932 -0.06752
O -0.67584 -0.79486 -0.12586
O 0.96997 0.76978 -0.00907


Calculated values (eV) of highest occupied orbital energy for the records, taken in order: -8.8, -9.5, -10.0, -10.6.
Calculated values (hartree/bohr) of largest force on an atom for the records, taken in order: 0.0292, 0.0073, 0.0806, 0.0981.
Calculated values (eV) of E_tot for the records, taken in order: -8635.783, -8640.135, -10684.720, -10684.387.